Molecular formula: C21H26IN3Sn
Method: DFT, wB97M-V/def2-TZVPD

Last column: Löwdin charge in e.
CARTESIAN COORDINATES (ANGSTROEM)
I -0.362 2.526 0.188  0.4386
Sn -0.151 0.298 -1.100  0.7225
N 1.813 0.704 3.212  -0.2472
N -0.098 -1.466 -2.177  -0.1361
N -2.053 0.330 -2.082  -0.0962
C -2.990 1.286 -1.979  -0.1393
C -1.990 -1.167 0.796  -0.1359
C 2.499 0.038 4.332  -0.1180
C -2.285 -0.745 -2.879  -0.2256
C 3.407 4.474 -0.163  -0.1768
C 1.524 -0.194 2.053  -0.1844
C -1.203 -1.741 -2.931  -0.2168
C -1.712 -1.981 3.040  -0.0854
C -4.200 1.220 -2.660  -0.0568
C -0.422 -1.457 3.068  -0.0494
C -1.275 -2.907 -3.697  -0.0118
C -2.498 -1.831 1.906  -0.0949
C 0.925 -2.342 -2.185  -0.1278
C 0.110 -0.748 1.967  -0.2506
C -3.484 -0.870 -3.590  -0.0085
C -0.216 -3.806 -3.700  -0.0659
C 0.907 -3.514 -2.927  -0.0663
C 4.591 3.576 -0.533  -0.1753
C 0.694 1.530 3.700  -0.1199
C -4.451 0.121 -3.480  -0.0618
C -0.693 -0.618 0.795  -0.3194
H 1.762 -4.181 -2.893  0.1052
H 3.083 5.077 -1.019  0.0622
H -2.160 -3.110 -4.290  0.1035
H -2.105 -2.509 3.900  0.0996
H 0.233 2.093 2.876  -0.0193
H 4.284 2.779 -1.220  0.0568
H -0.081 0.916 4.204  0.0785
H -3.660 -1.733 -4.222  0.1045
H 5.386 4.149 -1.022  0.0579
H -3.500 -2.240 1.881  0.0987
H -2.729 2.114 -1.323  0.0314
H -4.927 2.018 -2.544  0.1070
H 1.066 2.280 4.430  0.0867
H 1.835 -0.659 4.876  0.0657
H -2.624 -1.089 -0.073  0.0776
H 1.762 0.365 1.128  0.0593
H 1.775 -2.073 -1.569  0.1102
H 3.670 5.163 0.648  0.0615
H 2.861 0.796 5.059  0.0836
H -0.266 -4.713 -4.293  0.1076
H 2.225 -1.057 2.063  0.1252
H 0.151 -1.607 3.965  0.0913
H -5.386 0.036 -4.027  0.1089
H 2.548 3.881 0.170  0.0018
H 5.021 3.101 0.355  0.0598
H 3.392 -0.514 3.969  0.0841

Summary:
Kohn-Sham gap (spin up / spin down) (eV): 4.72 / 6.25
Relative energy (zero: lowest compared OMol25 entry of this formula, charge and spin) (eV): 1.223
E_tot (eV): -40599.7638

=====

Molecular formula: C46H60O2PS2SbY
Method: DFT, wB97M-V/def2-TZVPD

Last column: Löwdin charge in e.
CARTESIAN COORDINATES (ANGSTROEM)
Sb -0.981 1.918 -0.409  1.5419
Y 0.193 -0.871 0.093  1.3366
S 0.274 -0.723 3.745  1.1091
S 3.808 -0.410 -0.218  1.1254
P -0.045 -3.769 -0.162  1.0191
O 2.261 -0.595 -0.198  -0.6983
O 0.483 -0.749 2.199  -0.7006
C 1.140 -3.240 -2.581  -0.1054
C -1.577 0.688 5.051  -0.0637
C 5.349 1.643 -3.262  -0.0289
C -2.803 2.316 0.567  -0.3471
C 3.609 3.022 -2.303  -0.0353
C -1.662 0.520 -1.919  -0.3845
C 3.602 -0.421 2.514  -0.2174
C 3.349 2.054 -1.353  -0.0880
C 0.932 4.606 0.260  -0.0621
C 0.651 0.563 -2.999  -0.0693
C -1.298 -0.633 -4.010  -0.0357
C 0.310 -4.718 1.375  -0.5505
C -0.591 0.779 4.075  -0.4159
C -2.812 -0.057 1.456  -0.0763
C -3.029 0.223 -2.023  -0.1166
C -0.893 4.808 -3.647  -0.0487
C -0.706 -4.357 2.459  -0.1069
C -4.576 1.638 2.029  -0.0274
C 1.267 -4.188 -1.386  -0.5423
C 2.864 0.410 3.571  -0.2007
C -2.314 1.822 5.366  -0.0295
C -0.026 5.798 -3.200  -0.0368
C -0.784 0.102 -2.939  -0.3405
C 0.299 4.615 -1.108  -0.3200
C 4.080 0.443 1.342  -0.2787
C 4.093 0.875 -1.382  -0.4077
C 4.613 2.818 -3.250  -0.0181
C -2.079 3.010 4.691  -0.0235
C -0.566 3.623 -1.577  -0.3413
C -1.162 3.720 -2.836  -0.1152
C -4.528 3.885 1.164  -0.0479
C -0.348 1.965 3.387  -0.0927
C -1.102 3.081 3.702  -0.0427
C -5.132 2.908 1.940  -0.0394
C 5.084 0.649 -2.328  -0.0560
C -3.404 1.326 1.352  -0.3179
C -3.522 -0.483 -3.104  -0.0495
C 2.653 -4.111 -0.748  -0.0949
C -1.661 -4.408 -0.803  -0.5174
C 1.933 -0.435 4.432  -0.2720
C 0.366 -6.228 1.140  -0.0814
C 0.557 5.700 -1.947  -0.0366
C -2.532 -3.246 -1.279  -0.1182
C -3.359 3.588 0.474  -0.0972
C -1.533 -5.490 -1.877  -0.0846
C -2.650 -0.918 -4.099  -0.0361
H -0.928 4.014 3.181  0.1173
H -2.036 -2.664 -2.061  0.0479
H -2.840 -0.575 0.488  0.0417
H -1.106 -5.097 -2.801  0.0789
H 3.032 3.938 -2.312  0.1096
H -3.354 -0.680 2.167  0.1052
H -0.423 -4.821 3.405  0.0964
H 3.580 0.903 4.230  0.1399
H -1.705 -4.722 2.212  0.0822
H -3.075 1.772 6.133  0.1272
H 1.215 6.488 -1.601  0.1290
H -2.135 -4.855 0.076  0.1025
H 0.561 5.439 0.858  0.0988
H 5.642 -0.279 -2.337  0.1211
H 2.567 2.206 -0.616  0.0930
H 1.299 -4.373 1.695  0.1021
H 2.340 -1.432 4.615  0.1081
H 1.215 0.010 -3.749  0.1005
H -0.928 -6.334 -1.550  0.0767
H -6.047 3.130 2.473  0.1215
H 2.819 -4.917 -0.035  0.0795
H -2.661 3.889 4.935  0.1271
H 4.446 -0.941 2.968  0.1348
H -0.773 -3.278 2.622  0.0333
H 2.298 1.211 3.092  0.0922
H -3.031 -1.462 -4.953  0.1270
H -1.360 4.888 -4.620  0.1203
H 2.016 4.720 0.199  0.0870
H 5.147 0.672 1.367  0.1241
H 4.818 3.585 -3.984  0.1270
H 1.845 -3.517 -3.366  0.1034
H -4.583 -0.679 -3.185  0.1263
H -1.841 2.950 -3.186  0.1055
H 0.402 2.015 2.608  0.0731
H -3.721 0.591 -1.273  0.1039
H -1.763 -0.248 5.564  0.1214
H -5.064 0.881 2.632  0.1234
H 2.925 -1.192 2.141  0.0787
H 1.388 -2.208 -2.294  0.0430
H 0.691 1.624 -3.260  0.0902
H 3.421 -4.192 -1.519  0.0986
H 2.809 -3.162 -0.224  0.0399
H 1.093 -5.209 -1.731  0.1102
H 1.717 0.018 5.401  0.1159
H -0.630 -0.943 -4.805  0.1275
H -0.609 -6.619 0.847  0.0846
H 6.125 1.494 -4.000  0.1275
H 0.653 -6.734 2.061  0.0975
H -2.892 4.348 -0.142  0.1028
H -4.967 4.869 1.084  0.1205
H -2.526 -5.872 -2.116  0.0982
H -3.472 -3.611 -1.693  0.1010
H 0.723 3.688 0.818  0.0107
H 1.206 0.473 -2.057  0.0088
H 1.090 -6.504 0.373  0.0769
H 0.140 -3.244 -3.017  0.0631
H -2.786 -2.572 -0.454  0.0553
H 3.532 1.384 1.266  0.0943
H 0.187 6.654 -3.826  0.1225
H -1.780 0.015 1.822  0.0084

Summary:
Charge: +3
Kohn-Sham gap (eV): 8.41
E_tot (eV): -91290.0524

=====

Molecular formula: C10H11N
Method: DFT, wB97M-V/def2-TZVPD

Last column: Löwdin charge in e.
CARTESIAN COORDINATES (ANGSTROEM)
N -0.730 0.536 -0.242  -0.1266
C 1.959 -1.578 -0.255  0.0089
C 0.569 0.378 -0.301  -0.2300
C 0.714 -1.043 -0.275  -0.2129
C 3.113 -0.635 0.044  -0.0723
C -1.415 -0.650 -0.086  -0.2295
C 2.878 0.702 0.265  -0.1176
C -1.262 1.840 -0.154  -0.0415
C -3.032 -0.748 0.145  -0.0193
C -0.540 -1.668 -0.114  -0.0067
C 1.611 1.284 -0.166  -0.0075
H -3.155 -0.310 1.268  0.1124
H -3.644 -0.162 -0.603  0.0785
H 3.671 1.385 0.428  0.0759
H -3.201 -1.822 0.259  0.0512
H -0.876 -2.628 0.254  0.1170
H 4.070 -1.117 0.207  0.0818
H 2.192 -2.586 -0.427  0.0828
H -0.790 2.388 0.589  0.0474
H -1.375 2.353 -1.250  0.1480
H -2.378 1.657 0.355  0.1306
H 1.622 2.424 0.056  0.1293

Summary:
Kohn-Sham gap (eV): 8.42
Relative energy (zero: lowest compared OMol25 entry of this formula, charge and spin) (eV): 1.907
Structure (SMILES): Cc1cc2ccccc2n1C
E_tot (eV): -12036.0820

=====

Molecular formula: C5H19NO6
Method: DFT, wB97M-V/def2-TZVPD

Last column: Löwdin charge in e.
CARTESIAN COORDINATES (ANGSTROEM)
O 1.318 1.961 -1.317  -0.1005
O 0.129 -4.028 0.274  0.0255
O -2.834 1.290 1.443  -0.0468
O -2.923 -1.224 0.938  -0.0806
O -0.289 2.453 1.095  -0.0503
O -2.072 1.856 -1.598  -0.0419
N 0.433 -1.808 0.092  0.0302
C 0.356 -2.968 0.811  -0.3520
C 2.706 0.019 -0.823  -0.1973
C 2.108 0.034 0.577  -0.1697
C 0.672 -0.499 0.664  -0.2012
C 1.918 0.759 -1.861  -0.2244
H -2.222 -1.474 0.329  0.0009
H -2.867 -0.256 1.000  -0.0495
H -0.220 1.756 0.434  -0.0224
H -3.110 1.684 0.612  0.0425
H 2.739 -0.565 1.225  0.1146
H -0.062 3.238 0.587  0.0551
H -2.223 2.624 -2.173  0.0580
H 2.461 0.985 -2.776  0.1201
H 1.039 0.203 -2.149  0.1056
H -0.019 0.196 0.208  0.0796
H -1.142 1.654 -1.754  0.0121
H 0.545 -2.834 1.878  0.1373
H 0.457 -0.582 1.727  0.1308
H -2.056 1.756 1.791  0.0422
H 3.743 0.340 -0.767  0.1095
H 2.092 1.047 0.988  0.1061
H 0.440 -1.905 -0.912  0.1392
H 2.022 2.547 -0.997  0.1043
H 2.906 -1.017 -1.157  0.1232

Summary:
Kohn-Sham gap (eV): 9.82
Relative energy (zero: lowest compared OMol25 entry of this formula, charge and spin) (eV): 1.474
Structure (SMILES): O=CNCCCCO.O.O.O.O
E_tot (eV): -19268.2904